{
  "formula": "C20H14I2N4O5S4SeSn",
  "method": "ωB97M-V with the def2-TZVPD basis set",
  "relative_energy_ev": 0.000,
  "mol_weight_g_mol": 970.1,
  "energy_ha": -6169.9527,
  "gap_ev": 4.87,
  "total_charge": -2,
  "elements": ["Sn", "O", "C", "O", "C", "C", "C", "C", "C", "O", "C", "C", "O", "O", "H", "H", "H", "H", "H", "H", "H", "H", "Se", "N", "C", "C", "C", "C", "C", "N", "C", "C", "N", "C", "C", "C", "C", "C", "N", "H", "H", "H", "H", "H", "H", "S", "S", "S", "S", "I", "I"],
  "positions_angstrom": [[-1.4086, -0.6502, 0.8678], [2.6376, -2.2007, 0.8338], [1.5858, -1.9850, 1.4284], [0.5152, -1.5856, 0.8307], [1.6213, -2.1143, 2.9515], [1.9742, -0.7463, 3.5816], [2.5170, -0.9675, 5.0042], [1.2080, -1.2749, 5.7757], [0.1787, -1.2162, 4.6371], [0.6946, -0.1699, 3.8187], [0.3276, -2.4634, 3.7489], [-0.8895, -2.7587, 2.8846], [-1.1349, -3.8980, 2.5500], [-1.6411, -1.7146, 2.5995], [2.4083, -2.8399, 3.1465], [2.5660, -0.0920, 2.9465], [2.9981, -0.0636, 5.3763], [3.2404, -1.7828, 5.0404], [0.9938, -0.4984, 6.5101], [1.2195, -2.2396, 6.2847], [-0.8428, -0.9837, 4.9229], [0.5010, -3.3604, 4.3444], [0.5583, 3.1390, -7.2696], [1.4787, 2.0942, -6.1457], [0.7105, 1.8696, -5.1170], [1.1074, 1.0660, -3.9670], [2.3760, 0.4940, -3.8730], [2.6839, -0.2467, -2.7573], [1.7161, -0.3930, -1.7596], [0.5116, 0.1492, -1.8381], [0.2008, 0.8646, -2.9201], [-1.1614, 1.4552, -2.9773], [-1.9856, 1.1967, -1.9612], [-3.1915, 1.7379, -1.9724], [-3.6551, 2.5623, -2.9984], [-2.8214, 2.8152, -4.0621], [-1.5469, 2.2522, -4.0623], [-0.6124, 2.4691, -5.1610], [-0.8929, 3.1702, -6.2231], [3.0852, 0.6485, -4.6758], [3.6522, -0.7123, -2.6335], [1.9264, -0.9816, -0.8738], [-3.8176, 1.5028, -1.1196], [-4.6495, 2.9840, -2.9459], [-3.1221, 3.4408, -4.8925], [-1.7716, -2.2600, -0.9429], [-3.7230, -1.8657, -1.4721], [-4.6689, -1.7517, 0.3444], [-3.8494, -0.0138, 1.0872], [-0.5680, 1.8479, 1.2869], [0.7600, 6.0710, 1.8183]],
  "forces_ev_per_a": [[0.0, -0.1, 0.1], [0.0, -0.1, 0.0], [0.1, 0.2, 0.0], [-0.1, 0.0, -0.1], [0.0, 0.0, 0.0], [0.0, 0.0, 0.0], [0.0, 0.0, 0.0], [0.0, 0.0, 0.0], [0.0, 0.0, 0.0], [0.0, 0.0, 0.0], [0.0, 0.0, 0.0], [0.0, 0.0, 0.0], [0.0, 0.0, 0.0], [0.0, 0.0, -0.1], [0.0, 0.0, 0.0], [0.0, 0.0, 0.0], [0.0, 0.0, 0.0], [0.0, 0.0, 0.0], [0.0, 0.0, 0.0], [0.0, 0.0, 0.0], [0.0, 0.0, 0.0], [0.0, 0.0, 0.0], [0.0, 0.0, -0.1], [0.0, 0.0, 0.0], [0.0, 0.0, 0.0], [0.0, 0.0, 0.0], [0.0, 0.0, 0.0], [0.0, 0.0, 0.0], [0.0, 0.0, 0.0], [0.0, 0.0, 0.0], [0.0, 0.0, 0.0], [0.1, 0.0, 0.0], [0.0, 0.0, 0.1], [0.0, 0.0, 0.0], [0.0, 0.0, 0.0], [0.0, 0.0, 0.0], [0.0, 0.0, 0.0], [0.0, 0.0, 0.0], [0.0, 0.1, 0.0], [0.0, 0.0, 0.0], [0.0, 0.0, 0.0], [0.0, 0.0, 0.0], [0.0, 0.0, 0.0], [0.0, 0.0, 0.0], [0.0, 0.0, 0.0], [0.0, 0.0, 0.0], [0.0, 0.0, 0.0], [0.0, 0.0, 0.0], [0.0, 0.0, 0.0], [0.1, 0.0, 0.0], [0.0, 0.0, 0.0]]
}

---

{
  "formula": "C25H37N2",
  "method": "ωB97M-V with the def2-TZVPD basis set",
  "relative_energy_ev": 0.315,
  "mol_weight_g_mol": 365.6,
  "energy_ha": -1084.0018,
  "gap_ev": 6.04,
  "total_charge": 1,
  "elements": ["C", "N", "C", "N", "C", "H", "H", "H", "H", "H", "H", "H", "H", "C", "C", "C", "C", "C", "C", "C", "C", "C", "C", "C", "C", "C", "C", "C", "C", "C", "C", "C", "C", "C", "C", "H", "H", "H", "H", "H", "H", "H", "H", "H", "H", "H", "H", "H", "H", "H", "H", "H", "H", "H", "H", "H", "H", "H", "H", "H", "H", "H", "H", "H"],
  "positions_angstrom": [[0.3634, 1.9301, -3.0204], [0.4351, 0.7015, -2.2113], [1.8237, 0.3750, -1.8508], [-0.2432, -0.3769, -2.7432], [-1.1531, -0.2152, -3.6424], [0.9313, 2.7169, -2.5081], [0.7806, 1.7715, -4.0299], [-0.6775, 2.2629, -3.1132], [2.2700, 1.2531, -1.3679], [1.8491, -0.4841, -1.1695], [2.4177, 0.1206, -2.7480], [-1.8389, -1.0575, -3.8112], [-1.2293, 0.6640, -4.3059], [4.2279, -3.6137, 1.3107], [2.7965, -3.1768, 1.3855], [2.0135, -3.1527, 0.2330], [0.6653, -2.7829, 0.2741], [-0.1443, -2.9903, -0.9706], [0.1222, -2.2714, 1.4675], [-1.2915, -1.7084, 1.5167], [-2.3319, -2.8375, 1.5998], [-1.6661, -0.6775, 0.3959], [-0.6119, 0.2932, 0.0433], [-0.8061, 1.6903, 0.0061], [0.1974, 2.5586, 0.5560], [1.3381, 2.0057, 1.3555], [0.1284, 3.9225, 0.3185], [-0.9408, 4.4975, -0.3761], [-0.9719, 5.9743, -0.6196], [-1.9860, 3.6697, -0.7948], [-1.9448, 2.2885, -0.6408], [-3.0434, 1.4688, -1.2417], [0.8756, -2.3930, 2.6570], [0.2760, -2.0980, 4.0064], [2.2039, -2.8098, 2.5956], [4.6848, -3.6050, 2.3049], [4.3169, -4.6284, 0.8997], [4.8111, -2.9514, 0.6575], [2.4420, -3.4672, -0.7224], [-1.1097, -3.4769, -0.7819], [-0.3201, -2.0481, -1.5108], [0.4124, -3.6302, -1.6701], [-1.3768, -1.1407, 2.4568], [-2.1119, -3.4944, 2.4511], [-3.3399, -2.4260, 1.7366], [-2.3329, -3.4543, 0.6931], [-1.9836, -1.2075, -0.5198], [-2.5582, -0.1467, 0.7683], [0.3945, -0.0934, 0.2018], [1.8652, 2.8308, 1.8538], [1.0005, 1.3067, 2.1339], [2.0801, 1.4838, 0.7318], [0.9322, 4.5644, 0.6880], [-1.6549, 6.2162, -1.4402], [-1.3003, 6.5301, 0.2705], [0.0278, 6.3410, -0.8810], [-2.8530, 4.1180, -1.2883], [-3.7312, 2.1299, -1.7875], [-2.6668, 0.7226, -1.9592], [-3.6398, 0.9500, -0.4803], [0.9848, -2.3932, 4.7897], [0.0618, -1.0290, 4.1509], [-0.6551, -2.6570, 4.1778], [2.7855, -2.8630, 3.5191]],
  "forces_ev_per_a": [[0.1, 0.1, 0.4], [0.6, 0.1, -1.7], [0.0, -0.3, -0.3], [-1.3, 0.1, 0.0], [0.9, -0.2, 0.0], [-0.1, -0.2, -0.2], [-0.1, 0.0, 0.3], [0.2, -0.1, 0.1], [-0.1, -0.3, -0.2], [0.0, 0.1, -0.2], [-0.2, 0.1, 0.3], [0.6, 0.2, -0.1], [-0.3, -0.3, 0.6], [0.3, -0.1, 0.1], [-0.2, 0.3, -0.1], [-0.2, -0.1, 0.3], [0.4, 0.1, 0.2], [-0.1, 0.1, -0.6], [0.2, -0.4, 0.0], [0.4, -0.1, 0.3], [-0.3, 0.1, -0.1], [-0.8, -0.4, -0.5], [-0.2, 0.6, 1.8], [-0.3, 0.8, 0.1], [0.2, -0.1, -0.8], [0.4, 0.0, 0.4], [0.1, -0.2, 0.2], [-0.1, -0.2, 0.3], [0.0, 0.2, -0.2], [-0.1, -0.2, -0.1], [0.3, 0.1, 0.4], [-0.6, 0.0, -0.4], [-0.1, 0.4, -0.4], [0.0, 0.1, 0.3], [0.0, -0.2, -0.2], [0.0, 0.0, -0.2], [-0.1, 0.2, 0.1], [-0.1, -0.1, 0.1], [-0.1, -0.1, 0.3], [0.3, 0.1, 0.0], [0.0, -0.5, 0.2], [-0.2, 0.1, 0.2], [0.1, -0.1, -0.3], [0.0, 0.2, -0.2], [0.1, -0.1, 0.0], [-0.1, 0.2, 0.3], [0.1, 0.0, 0.2], [0.4, -0.1, -0.4], [-0.1, 0.2, -0.1], [-0.1, -0.3, -0.1], [0.1, 0.2, -0.2], [-0.3, 0.1, 0.2], [-0.3, -0.2, 0.0], [0.1, 0.0, 0.2], [0.1, -0.2, -0.2], [-0.2, -0.1, 0.1], [0.3, -0.2, 0.1], [0.2, -0.2, 0.1], [-0.1, 0.2, 0.4], [0.2, 0.1, -0.2], [-0.2, 0.1, -0.2], [0.0, -0.2, 0.0], [0.2, 0.2, -0.1], [-0.2, 0.0, -0.3]]
}

---

{
  "formula": "C45H69F4NO13S2",
  "method": "ωB97M-V with the def2-TZVPD basis set",
  "mol_weight_g_mol": 972.2,
  "energy_ha": -3984.8106,
  "gap_ev": 8.53,
  "elements": ["C", "C", "O", "C", "O", "C", "C", "C", "C", "C", "C", "C", "C", "C", "N", "S", "O", "O", "F", "C", "C", "C", "C", "O", "C", "F", "F", "F", "C", "C", "C", "C", "S", "H", "H", "H", "H", "H", "H", "H", "H", "H", "H", "H", "H", "H", "H", "H", "H", "H", "H", "H", "H", "H", "C", "C", "O", "C", "H", "H", "H", "H", "H", "H", "C", "C", "O", "C", "H", "H", "H", "H", "H", "H", "C", "C", "O", "C", "H", "H", "H", "H", "H", "H", "C", "C", "O", "C", "H", "H", "H", "H", "H", "H", "C", "C", "O", "C", "H", "H", "H", "H", "H", "H", "C", "C", "O", "C", "H", "H", "H", "H", "H", "H", "C", "C", "O", "C", "H", "H", "H", "H", "H", "H", "C", "C", "O", "C", "H", "H", "H", "H", "H", "H"],
  "positions_angstrom": [[-0.3429, -2.9315, 6.8656], [-0.3362, -2.5018, 5.3996], [-1.3880, -3.2291, 4.7067], [-1.5141, -2.8389, 3.4232], [-1.6594, -1.6886, 3.1301], [-1.4977, -3.9008, 2.3708], [-0.1660, -4.6728, 2.3241], [0.3243, -5.0216, 0.9074], [-0.7686, -5.2223, -0.1132], [-1.6855, -6.2544, 0.0918], [-2.7360, -6.4957, -0.7884], [-2.8577, -5.6818, -1.9038], [-1.9537, -4.6508, -2.1247], [-0.9016, -4.4105, -1.2470], [0.0620, -3.3497, -1.4482], [-0.3637, -1.8972, -0.6784], [0.3890, -1.7926, 0.5203], [-0.2753, -0.8087, -1.5901], [-1.8563, -2.0755, -0.3261], [0.4362, -3.1105, -2.8162], [1.7748, -2.7998, -3.0952], [2.8033, -2.7618, -1.9736], [4.0415, -1.9481, -2.2858], [4.4837, -1.3570, -1.0761], [5.1852, -2.7818, -2.9233], [4.8290, -4.0352, -3.2178], [6.2466, -2.8483, -2.1243], [5.6071, -2.2210, -4.0721], [2.1357, -2.5529, -4.4155], [1.2120, -2.5839, -5.4567], [-0.1065, -2.9077, -5.1745], [-0.4729, -3.1741, -3.8626], [-2.1602, -3.5945, -3.5302], [-0.6780, -2.0794, 7.4420], [-1.0517, -3.7421, 6.9932], [0.6626, -3.2288, 7.1518], [0.5896, -2.7549, 4.8860], [-0.5234, -1.4362, 5.3586], [-1.7568, -3.4004, 1.4518], [-2.3051, -4.6009, 2.5870], [-0.3109, -5.5968, 2.8819], [0.5922, -4.1280, 2.8801], [0.9591, -5.9040, 0.9589], [0.9756, -4.2175, 0.5795], [-1.5793, -6.8716, 0.9726], [-3.4114, -7.2982, -0.5598], [-3.6680, -5.8283, -2.5982], [3.0319, -3.7971, -1.7300], [2.3280, -2.3171, -1.1074], [3.8013, -1.1388, -2.9715], [5.0302, -0.5986, -1.2976], [3.1579, -2.3280, -4.6770], [1.5190, -2.3691, -6.4661], [-0.8427, -2.9466, -5.9621], [-3.1287, 0.5653, 5.3978], [-3.0215, 0.0156, 6.7982], [-2.3439, -0.9615, 7.0335], [-3.7891, 0.7291, 7.8829], [-2.5350, -0.0480, 4.7212], [-4.1691, 0.5453, 5.0695], [-2.7560, 1.5915, 5.3700], [-4.8558, 0.7156, 7.6549], [-3.4521, 1.7639, 7.9584], [-3.6228, 0.2293, 8.8349], [-0.1713, 2.2391, -1.9252], [-0.8823, 3.5405, -2.2015], [-2.0446, 3.5724, -2.5394], [-0.0756, 4.8021, -2.0257], [-0.8531, 1.4103, -2.0767], [0.6781, 2.1276, -2.6020], [0.1843, 2.2205, -0.8935], [0.7783, 4.8021, -2.7053], [0.2727, 4.8776, -0.9959], [-0.7013, 5.6635, -2.2532], [3.3457, 6.7513, 1.6298], [2.9244, 5.4570, 0.9844], [1.8355, 5.3351, 0.4685], [3.9172, 4.3217, 1.0086], [2.5384, 7.4766, 1.5414], [3.5596, 6.5892, 2.6873], [4.2314, 7.1471, 1.1296], [4.1591, 4.0588, 2.0393], [4.8308, 4.6152, 0.4896], [3.4878, 3.4536, 0.5125], [-1.4602, 7.0562, 0.6329], [-1.9132, 8.4934, 0.7055], [-1.2246, 9.3494, 1.2122], [-3.2652, 8.8136, 0.1151], [-0.4760, 6.9621, 1.0880], [-2.1623, 6.4137, 1.1683], [-1.3955, 6.7383, -0.4066], [-4.0415, 8.2436, 0.6276], [-3.2785, 8.5621, -0.9465], [-3.4689, 9.8756, 0.2316], [3.2111, -7.7298, -6.8649], [2.9503, -6.2738, -6.5601], [1.8272, -5.8356, -6.4794], [4.1598, -5.3917, -6.3597], [2.2632, -8.2492, -6.9849], [3.7870, -7.8218, -7.7870], [3.7678, -8.1894, -6.0468], [4.7743, -5.3885, -7.2616], [4.7551, -5.7551, -5.5209], [3.8348, -4.3759, -6.1470], [-1.7593, 3.6303, 3.0887], [-1.8442, 4.6932, 4.1562], [-2.7350, 4.6990, 4.9742], [-0.7635, 5.7484, 4.1569], [-2.5922, 2.9401, 3.2015], [-1.8098, 4.0877, 2.0992], [-0.8230, 3.0785, 3.1874], [-0.7702, 6.2940, 3.2116], [0.2135, 5.2821, 4.2937], [-0.9406, 6.4476, 4.9709], [-6.4740, -7.1529, -3.9039], [-6.1740, -7.7922, -2.5704], [-5.0777, -7.7128, -2.0635], [-7.3024, -8.5339, -1.8986], [-5.5829, -6.6542, -4.2792], [-6.7821, -7.9142, -4.6217], [-7.2730, -6.4182, -3.7946], [-7.6440, -9.3508, -2.5359], [-8.1348, -7.8548, -1.7085], [-6.9552, -8.9430, -0.9528], [5.0593, 10.6626, -0.9128], [5.1008, 10.0231, 0.4531], [5.8370, 9.0927, 0.6916], [4.1865, 10.5916, 1.5095], [5.7632, 10.1567, -1.5696], [4.0565, 10.5791, -1.3345], [5.3343, 11.7160, -0.8418], [3.1459, 10.5030, 1.1924], [4.4239, 11.6416, 1.6860], [4.3224, 10.0382, 2.4360]],
  "forces_ev_per_a": [[0.3, 0.3, -0.6], [-0.4, -0.3, 0.6], [0.7, -0.5, -0.1], [-0.5, 0.1, -0.2], [0.1, 1.0, -0.2], [-0.2, -0.5, 0.4], [-0.5, -0.4, 0.2], [0.3, 0.6, 0.0], [0.1, -0.4, 0.1], [-0.1, 0.2, -0.3], [0.8, 0.5, 0.5], [-0.1, 0.1, 0.0], [0.3, 0.4, -0.3], [0.2, -0.9, 0.9], [-1.5, 0.7, -0.3], [1.7, 1.0, -0.4], [-0.5, -0.5, 0.4], [-0.3, -0.4, -0.2], [-0.3, -0.2, 0.1], [0.9, 0.0, -0.7], [0.2, -0.1, -0.1], [-0.8, -0.1, -0.5], [0.1, 0.3, 0.5], [-0.1, -0.1, 0.0], [0.0, 0.3, 0.2], [-0.1, -0.3, -0.1], [0.2, -0.1, 0.2], [0.0, 0.2, -0.3], [-0.2, 0.0, -0.2], [-0.4, -0.1, 0.7], [0.4, 0.2, -0.1], [-0.6, -0.2, 0.3], [-0.1, 0.0, 0.0], [0.2, -0.3, 0.3], [0.1, -0.2, 0.1], [0.0, -0.2, 0.2], [0.2, 0.1, 0.0], [0.0, 0.1, -0.4], [0.1, 0.0, -0.2], [-0.1, -0.1, 0.0], [0.0, -0.1, 0.1], [0.3, 0.1, -0.2], [-0.1, -0.2, 0.0], [0.0, 0.1, -0.1], [0.0, -0.1, 0.1], [-0.3, -0.1, -0.3], [0.0, -0.1, -0.1], [0.2, 0.0, 0.2], [0.2, 0.1, 0.2], [-0.1, -0.1, -0.3], [0.1, 0.0, 0.1], [0.1, 0.0, 0.1], [0.0, 0.0, -0.1], [-0.1, -0.1, 0.0], [0.2, -0.2, 0.0], [0.0, 0.0, -0.2], [-0.4, 0.4, 0.1], [0.1, -0.2, 0.2], [0.0, 0.0, 0.0], [0.0, 0.2, 0.0], [-0.2, 0.1, 0.0], [0.0, 0.1, -0.1], [-0.1, 0.1, -0.1], [0.0, 0.0, 0.0], [-0.3, 0.1, -0.1], [0.0, 0.0, 0.0], [0.0, 0.0, 0.0], [-0.4, 0.1, -0.1], [0.0, 0.0, 0.0], [0.1, 0.0, 0.1], [0.2, 0.0, 0.0], [0.1, -0.1, 0.2], [0.2, 0.0, -0.1], [0.0, 0.0, -0.1], [-0.3, 0.1, -0.1], [0.0, 0.1, 0.1], [0.0, 0.0, 0.1], [-0.2, -0.1, -0.1], [0.0, 0.0, 0.0], [0.2, 0.0, 0.0], [0.1, 0.0, 0.2], [0.1, 0.1, 0.0], [0.1, 0.0, 0.1], [0.0, 0.0, 0.0], [0.2, 0.2, 0.2], [0.0, 0.0, 0.0], [0.0, 0.0, 0.0], [0.1, 0.2, 0.1], [0.0, 0.0, -0.1], [-0.1, 0.0, -0.2], [-0.2, -0.1, 0.0], [0.0, -0.1, -0.1], [-0.1, -0.1, 0.0], [0.0, 0.0, 0.0], [-0.2, 0.0, 0.0], [0.0, 0.0, 0.0], [0.0, 0.0, 0.0], [-0.2, 0.1, 0.0], [0.0, 0.0, 0.0], [0.1, 0.0, 0.1], [0.1, 0.0, -0.1], [0.1, -0.1, 0.1], [0.1, 0.0, -0.1], [0.0, 0.0, 0.0], [-0.2, -0.1, 0.2], [0.0, 0.0, 0.0], [0.0, 0.0, 0.0], [-0.2, 0.1, 0.2], [0.0, 0.0, 0.0], [0.2, 0.0, 0.0], [0.1, 0.1, -0.2], [0.1, -0.1, 0.0], [0.0, 0.0, -0.1], [0.0, 0.0, 0.0], [0.2, 0.1, 0.0], [0.0, 0.0, 0.0], [-0.3, -0.1, -0.1], [0.2, 0.0, 0.2], [0.0, 0.0, 0.0], [-0.1, 0.0, 0.0], [-0.1, -0.1, -0.1], [-0.1, 0.1, 0.0], [-0.1, -0.1, -0.1], [0.0, 0.0, 0.0], [0.2, -0.2, 0.0], [0.0, 0.0, 0.0], [0.0, 0.0, 0.0], [0.1, -0.2, 0.1], [0.0, 0.0, 0.0], [0.0, 0.2, 0.0], [-0.2, 0.0, 0.0], [0.0, 0.2, 0.0], [-0.1, 0.0, -0.1], [0.0, 0.0, 0.0]]
}